Arrangement i

This record from the OMol25 dataset describes C18H20N2O4S as an isolated structure. The level of theory is ωB97M-V/def2-TZVPD.

Positions of all 45 atoms, in Å:
1 S 1.091 2.103 1.819
2 O 0.167 2.987 2.422
3 O 2.516 1.956 2.242
4 O 2.136 -1.473 -1.206
5 O -1.832 -3.091 1.135
6 N 1.095 -2.767 0.357
7 N 1.288 2.370 0.090
8 C -3.346 3.603 -0.923
9 C 0.689 -4.029 0.770
10 C 0.115 2.116 -0.522
11 C 0.177 1.058 -1.447
12 C 0.401 0.492 1.848
13 C -0.966 2.968 -0.751
14 C 2.080 3.552 0.007
15 C 1.968 -2.538 -0.646
16 C -1.046 -4.150 0.349
17 C -0.954 0.433 1.911
18 C -1.601 -0.815 1.781
19 C -2.111 2.810 -1.167
20 C 0.606 -1.654 0.836
21 C 1.096 -0.535 1.184
22 C -1.947 1.709 -1.981
23 C -1.138 0.901 -2.350
24 C 2.630 -3.914 -1.016
25 C -0.910 -1.798 1.320
26 H -3.103 4.195 -0.028
27 H 1.051 0.553 -1.620
28 H -1.122 0.064 -3.049
29 H 1.630 4.580 0.060
30 H -0.799 3.817 0.100
31 H 1.921 -0.509 1.019
32 H 2.023 -4.700 -1.589
33 H -1.152 -3.949 -0.471
34 H 1.013 -4.931 0.198
35 H -1.576 1.401 2.345
36 H 2.519 3.461 -1.257
37 H 3.077 -4.611 -0.337
38 H -1.390 -4.907 0.880
39 H -2.625 -0.937 2.270
40 H -4.383 2.968 -0.821
41 H 3.597 -3.704 -1.688
42 H -2.953 1.442 -2.696
43 H 2.904 3.436 0.500
44 H 0.515 -4.172 1.889
45 H -3.351 4.207 -1.767

Atomic partial charges in e from the Mulliken method, atoms 1 to 4: atom 1 (S): 1.268, atom 2 (O): -0.657, atom 3 (O): -0.761, atom 4 (O): -0.539

***

Arrangement ii

This record from the OMol25 dataset describes the molecule C18H20N2O4S. The level of theory is ωB97M-V/def2-TZVPD.

SMILES = CCOC(=O)Cc1csc(NC(=O)COc2ccc3c(c2)CCC3)n1

Positions of all 45 atoms, in Å:
1 S 1.474 -2.287 1.057
2 O 2.807 2.267 -1.148
3 O -1.198 -1.998 1.325
4 O -1.872 -3.365 -1.849
5 O 3.752 2.053 0.878
6 N 1.904 -0.994 -1.120
7 N -0.016 -2.262 -1.292
8 C 0.901 3.247 0.005
9 C 1.051 -1.790 -0.566
10 C 3.524 1.633 -0.225
11 C 2.942 -0.705 -0.294
12 C 2.887 -1.313 0.922
13 C -4.382 2.715 -0.650
14 C 3.981 0.276 -0.738
15 C -4.002 1.330 -1.197
16 C -1.242 0.277 1.841
17 C -1.164 -2.929 -0.969
18 C -2.616 -0.496 0.010
19 C -1.525 -3.087 0.504
20 C -3.045 0.806 -0.169
21 C -1.680 1.576 1.651
22 C -2.584 1.838 0.641
23 C -1.706 -0.756 1.029
24 C 2.189 3.498 -0.765
25 C -3.193 3.145 0.226
26 H -3.500 3.754 1.076
27 H 2.892 4.074 -0.154
28 H 4.026 0.290 -1.825
29 H -1.317 2.368 2.290
30 H 1.996 4.021 -1.704
31 H -5.274 2.625 -0.028
32 H 1.123 2.743 0.943
33 H -3.493 1.415 -2.161
34 H 0.412 4.192 0.220
35 H 0.230 2.618 -0.576
36 H -4.868 0.682 -1.334
37 H 4.948 0.034 -0.299
38 H -2.597 -3.324 0.551
39 H -2.995 -1.277 -0.630
40 H 3.571 -1.227 1.740
41 H -4.592 3.431 -1.443
42 H -0.539 0.034 2.622
43 H -2.468 3.722 -0.356
44 H 0.084 -2.084 -2.288
45 H -0.965 -3.935 0.913

Atomic partial charges in e from the Mulliken method, atoms 1 to 4: atom 1 (S): -0.086, atom 2 (O): -0.348, atom 3 (O): -0.559, atom 4 (O): -0.648

***

Relative calculated energies, zero for the most stable structure, unit kcal/mol: arrangement i 380.1; arrangement ii 0.0.